ORCA calculation (wB97M-V/def2-TZVPD) on a 2-piece molecular cluster, H6N3OP overall at a distorted geometry.

XYZ file:
```
11
Properties=species:S:1:pos:R:3:forces:R:3
N 0.833767 1.947451 -0.004764 0.3 -3.1 -0.8
N -1.563513 0.457160 0.033069 -0.5 -0.1 0.6
N 0.313339 -0.462231 -1.261835 3.5 -2.0 -0.4
O 0.787894 -1.696454 1.729960 -0.6 1.4 -1.1
P 0.104533 0.565226 0.042154 -0.3 -0.4 -0.9
H 0.426219 2.641094 0.535118 -0.8 1.9 1.3
H -2.054009 -0.331648 -0.386330 1.0 0.0 -0.3
H -2.112181 0.652152 0.847272 0.2 0.6 0.7
H 0.651321 -1.338782 -0.748560 -1.1 0.9 -0.9
H 1.128744 -0.349082 -1.970142 -1.9 0.6 1.7
H 1.483884 -2.084885 1.184058 0.2 0.1 0.1
```
Forces are in eV/Å.

Summary:
E_HOMO (spin up / spin down) = -0.357 / -0.298 Eh
Energy above the lowest of the compared OMol25 structures with the same formula, charge and spin = 112.3 kcal/mol

natural (NBO) atomic charge list, values in e, 2 entries:
1 N -1.139
2 N -1.157


ORCA calculation (wB97M-V/def2-TZVPD) on an isolated ion of composition C8H13N3O and charge +2 at a distorted geometry.

XYZ file:
```
25
Properties=species:S:1:pos:R:3:forces:R:3
C -3.385573 0.896972 0.679497 2.7 -0.4 0.4
C -2.028597 1.094265 -0.131223 -0.8 0.8 -0.3
C -1.155122 2.247753 0.392110 -0.9 -1.8 1.1
C -1.127727 -0.060253 0.113242 -5.9 1.3 3.0
N -0.391111 -0.755902 -0.518763 3.5 -2.3 -2.4
C 0.219467 -1.357995 -1.462637 2.5 -0.2 -0.8
C 1.645353 -1.544102 -1.541310 -0.5 0.8 0.4
C 2.656654 -1.250006 -0.637878 -0.8 -0.6 0.1
N 3.953699 -1.158536 -0.918353 -0.8 0.4 2.6
N 2.338454 -1.163276 0.818597 3.2 -0.8 -2.4
C 1.227249 -0.942832 1.321050 -2.1 1.9 1.3
O 0.454171 -0.485955 2.006827 -0.1 -0.7 1.2
H -4.098067 1.465182 0.198380 -1.6 1.3 -1.0
H -3.354485 1.200095 1.728478 0.4 0.0 -0.1
H -3.687282 -0.120656 0.613443 -0.4 -0.9 0.0
H -2.317720 1.280982 -1.193553 0.6 -0.4 0.6
H -0.523990 1.889055 1.183367 0.1 -0.1 1.0
H -1.729445 3.039957 0.755989 -0.8 1.4 0.4
H -0.477493 2.510923 -0.319096 1.7 1.2 -2.3
H -1.394127 -0.462242 1.124298 0.4 0.3 -0.4
H -0.292879 -1.696171 -2.348664 -0.7 -0.5 0.1
H 2.001459 -1.838684 -2.507989 0.1 -0.1 -0.4
H 4.352161 -1.297117 -1.805562 0.1 -0.2 -1.5
H 4.596553 -0.811092 -0.212412 0.0 -0.3 -0.2
H 3.076120 -1.284117 1.531105 0.1 -0.2 -0.4
```
Forces are in eV/Å.

Summary:
E_HOMO = -0.637 Eh
Net charge = +2
Energy above the lowest of the compared OMol25 structures with the same formula, charge and spin = 82.0 kcal/mol

natural (NBO) atomic charge list, values in e, 2 entries:
1 C -0.590
2 C -0.291


ORCA calculation (wB97M-V/def2-TZVPD) on C10H20GeIrNO5S as an isolated structure.

XYZ file:
```
39
Properties=species:S:1:pos:R:3:forces:R:3
Ir 0.434637 0.070756 -1.963082 0.0 -0.1 -0.1
O 1.944675 1.294958 1.086190 0.1 0.1 0.0
C 0.939707 2.270719 1.188179 -0.1 0.0 0.0
C -0.446183 1.798262 0.760827 0.1 -0.1 0.0
N -0.662678 1.487414 -0.671065 0.1 -0.1 0.2
C -2.065747 1.069283 -0.840643 -0.1 0.2 -0.1
C -2.360762 0.147451 -2.040514 0.1 -0.1 0.0
O -3.469134 0.183568 -2.539618 -0.1 0.0 0.1
O -1.423902 -0.689282 -2.366839 0.0 -0.1 0.2
C -0.277335 2.627627 -1.523853 -0.1 0.1 0.0
C 1.260560 2.706099 -1.692519 0.0 0.2 0.0
O 1.793559 3.795024 -1.779532 0.0 0.0 0.0
O 1.877612 1.562652 -1.710164 0.0 -0.2 0.2
H 2.228045 1.266390 0.155575 -0.1 0.0 0.0
H 1.218568 3.191622 0.667298 0.0 0.0 0.0
H 0.852443 2.526247 2.248693 0.0 0.0 0.0
H -1.160158 2.586153 1.046983 0.0 0.0 0.0
H -0.691709 0.897901 1.325113 0.0 0.0 0.0
H -2.741792 1.929020 -0.860221 0.0 0.0 -0.1
H -2.320545 0.459274 0.025419 -0.1 0.1 0.0
H -0.646722 3.581777 -1.130928 0.0 0.0 0.0
H -0.717767 2.478437 -2.515159 0.0 0.0 0.0
C -1.611300 -1.837090 0.956073 0.1 0.0 0.0
Ge 0.341666 -2.091799 0.872934 -0.1 0.0 -0.1
C 0.586891 -4.045895 0.751987 0.0 0.1 0.0
C 1.085299 -1.464059 2.583351 -0.1 0.0 0.0
C 1.281620 -1.294866 -0.650526 -0.2 0.4 0.0
H -2.040502 -2.624301 1.578646 0.0 0.0 0.0
H -2.054247 -1.893379 -0.038041 0.0 0.0 0.0
H -1.875129 -0.882604 1.411800 0.0 -0.1 0.0
H 0.190218 -4.548775 1.635558 0.0 0.0 0.0
H 1.640721 -4.305711 0.646244 0.0 0.0 0.0
H 0.056400 -4.420447 -0.124600 0.0 0.0 0.0
H 0.558377 -1.915769 3.426150 0.0 0.0 0.0
H 0.997249 -0.380254 2.639160 0.0 0.0 0.0
H 2.144407 -1.710609 2.661266 0.0 0.0 0.0
H 1.582688 -2.140421 -1.272170 0.1 0.0 0.0
H 2.195025 -0.838715 -0.259044 0.0 -0.1 0.0
S 1.355248 -0.846651 -3.688935 0.2 -0.2 -0.4
```
Forces are in eV/Å.

Summary:
E_HOMO (spin up / spin down) = -0.161 / -0.150 Eh
Net charge = -1
Energy above the lowest of the compared OMol25 structures with the same formula, charge and spin = 19.3 kcal/mol
2S+1 = 2

natural (NBO) atomic charge list, values in e, 2 entries:
1 Ir 0.891
2 O -0.741


ORCA calculation (wB97M-V/def2-TZVPD) on a 2-piece molecular cluster, C2H10N3 overall at a distorted geometry.

XYZ file:
```
15
Properties=species:S:1:pos:R:3:forces:R:3
C 1.437266 -1.495699 -1.502378 -0.8 -0.7 0.6
N 0.423496 -0.476568 -1.038624 1.0 0.5 -0.8
H 1.194802 -1.721918 -2.537335 0.4 0.3 -0.1
H 1.229304 -2.420050 -0.971544 0.3 0.0 0.3
H 2.453512 -1.148216 -1.330072 -0.2 0.0 -0.1
H 0.572168 0.310253 -1.667820 -0.7 0.2 -0.1
H -0.526992 -0.823860 -1.127444 -0.2 0.2 0.0
H 0.516270 -0.052862 -0.098730 0.1 -0.7 0.6
N -1.687664 1.042873 0.511987 0.8 0.1 0.7
C -0.808228 1.221152 1.642665 -0.1 0.1 0.5
N 0.150770 0.437242 1.861835 -0.3 -0.7 -1.0
H -1.963973 1.968759 0.202237 -0.3 0.0 -0.1
H -2.504681 0.618040 0.953759 -0.2 0.0 -0.5
H -1.071513 2.021471 2.329013 -0.1 0.2 0.2
H 0.585466 0.519381 2.772458 0.2 0.5 0.0
```
Forces are in eV/Å.

Summary:
E_HOMO = -0.526 Eh
Net charge = +1
Energy above the lowest of the compared OMol25 structures with the same formula, charge and spin = 28.1 kcal/mol

natural (NBO) atomic charge list, values in e, 2 entries:
1 C -0.420
2 N -0.688


ORCA calculation (wB97M-V/def2-TZVPD) on C2H2F2O2 in the gas phase at a distorted geometry.

XYZ file:
```
8
Properties=species:S:1:pos:R:3:forces:R:3
O -1.969512 -0.653427 -0.275800 6.6 2.4 1.4
C -0.828885 -0.091058 0.030322 -5.6 -0.2 -1.0
O -0.816388 1.063375 0.667814 1.9 2.5 1.7
C 0.583172 -0.450514 -0.313818 -0.4 -1.6 -1.6
F 1.362920 0.661317 -0.513960 -0.4 -0.6 0.0
F 1.058345 -1.049297 0.834764 0.2 -0.2 -1.4
H 0.142452 1.548467 0.895258 -3.5 -2.4 -1.2
H 0.467895 -1.028864 -1.324582 1.3 0.3 2.1
```
Forces are in eV/Å.

Summary:
E_HOMO = -0.408 Eh
Energy above the lowest of the compared OMol25 structures with the same formula, charge and spin = 28.9 kcal/mol

natural (NBO) atomic charge list, values in e, 2 entries:
1 O -0.551
2 C 0.697


ORCA calculation (wB97M-V/def2-TZVPD) on a 2-piece molecular cluster, C2H6OS2 overall at a distorted geometry.

XYZ file:
```
11
Properties=species:S:1:pos:R:3:forces:R:3
C -0.423902 0.904381 1.070355 -0.6 -0.9 -1.2
C -0.088411 -0.301996 0.222763 1.0 2.4 -2.9
O 0.293775 0.395823 -1.550306 -1.6 -1.0 1.8
S -1.541529 -1.214947 -0.206669 0.7 -0.1 0.2
S 1.550764 -0.943855 0.462793 -0.5 -0.6 0.1
H -0.272327 0.591230 2.079592 0.2 0.2 1.0
H 0.235043 1.707775 0.748494 -0.3 0.2 0.4
H -1.503640 1.075080 0.891485 0.8 0.6 0.3
H 1.141765 0.850818 -1.649166 0.1 -0.1 0.7
H -0.900323 -1.555357 -1.312543 -0.2 -0.6 -0.6
H 1.508785 -1.508956 -0.756803 0.3 -0.1 0.2
```
Forces are in eV/Å.

Summary:
E_HOMO = -0.339 Eh
Energy above the lowest of the compared OMol25 structures with the same formula, charge and spin = 42.4 kcal/mol

natural (NBO) atomic charge list, values in e, 2 entries:
1 C -0.690
2 C -0.006